No. 1
Below is a gas-phase ion, C18H36N2O2P (charge -1) at a distorted geometry, with properties calculated with ωB97M-V/def2-TZVPD.

Positions of all 59 atoms, in Å:
1 C 1.14276 -5.13838 1.36910
2 O 1.35378 -4.39647 0.12284
3 C 2.53947 -3.58550 0.37623
4 C 2.41552 -2.08148 -0.22717
5 C 3.72281 -1.24969 0.25038
6 C 3.42129 -0.14199 1.37040
7 P 2.23592 1.27049 0.80542
8 C 3.66590 2.28225 0.03829
9 C 3.52794 2.63322 -1.52002
10 C 3.61439 1.38371 -2.52437
11 N 2.65480 1.68372 -3.66842
12 C 0.93248 2.65384 0.52759
13 C -0.48851 2.06332 -0.02429
14 C -1.44800 1.59700 1.20234
15 N -2.90894 1.67520 0.88037
16 C -3.66949 0.48043 1.33211
17 C -4.90603 0.10799 0.34784
18 C -5.04409 0.91226 -0.97899
19 C -6.18797 0.54276 -1.95530
20 C -7.18468 -0.60059 -1.65397
21 C -7.02652 -1.35744 -0.31507
22 C -5.88800 -1.03765 0.72047
23 O -5.82687 -1.82756 1.90115
24 H 2.13237 -5.56871 1.78674
25 H 0.45012 -6.03866 1.16640
26 H 0.65800 -4.44453 2.15815
27 H 3.51456 -4.10646 0.06909
28 H 2.60880 -3.45502 1.52631
29 H 2.37385 -2.12957 -1.37684
30 H 1.48551 -1.62197 0.24656
31 H 4.41101 -2.03961 0.75514
32 H 4.35102 -0.85750 -0.63888
33 H 2.91743 -0.70573 2.25268
34 H 4.41553 0.25562 1.81593
35 H 2.54080 1.92167 2.09217
36 H 1.14574 0.48154 1.41110
37 H 1.90904 0.61658 -0.44679
38 H 4.65222 1.68620 0.15286
39 H 3.81958 3.24437 0.65127
40 H 2.60290 3.23682 -1.80861
41 H 4.43254 3.31196 -1.78054
42 H 4.65311 1.36163 -3.00953
43 H 3.27347 0.38758 -2.09149
44 H 2.45821 0.80464 -4.19140
45 H 1.73471 1.96751 -3.30369
46 H 1.30144 3.54043 -0.09519
47 H 0.66671 3.09902 1.56645
48 H -0.29675 1.20884 -0.77536
49 H -1.02804 2.90364 -0.60577
50 H -1.24477 2.30745 2.08762
51 H -1.07715 0.56773 1.52341
52 H -3.25410 2.49441 1.41901
53 H -3.99879 0.51912 2.43533
54 H -2.96436 -0.43647 1.26282
55 H -4.35248 1.76050 -1.28054
56 H -6.25811 1.11441 -2.93496
57 H -8.00558 -0.88937 -2.39004
58 H -7.75971 -2.21241 -0.09352
59 H -4.91681 -2.15516 2.06722

## Properties
Total charge   -1
E_tot   -35604.5188 eV
Relative energy (zero: lowest compared OMol25 entry of this formula, charge and spin)   6.357 eV


No. 2
Below is a molecular structure, C18H36N5O2P3Ti at a distorted geometry, with properties calculated with ωB97M-V/def2-TZVPD.

Positions of all 65 atoms, in Å:
1 P -0.50262 -0.16603 2.47804
2 C 0.74117 0.45986 3.78319
3 H 0.40045 0.22903 4.79241
4 H 0.85553 1.54188 3.72313
5 H 1.72219 0.00471 3.65772
6 C -1.89698 0.87602 3.23952
7 H -2.88241 0.50308 2.96663
8 H -1.80875 1.91117 2.90903
9 H -1.84589 0.86148 4.32821
10 C -0.74073 -1.81566 3.39209
11 H -1.08402 -1.64464 4.41230
12 H 0.20473 -2.35539 3.44412
13 H -1.46085 -2.46443 2.89813
14 P 0.93302 -2.62265 -1.20069
15 C 2.73462 -3.23257 -1.04275
16 H 2.92736 -4.06598 -1.71796
17 H 2.93776 -3.58574 -0.03217
18 H 3.45007 -2.44753 -1.28157
19 C 0.26346 -4.34636 -0.76346
20 H -0.76134 -4.48588 -1.10270
21 H 0.30031 -4.49516 0.31616
22 H 0.85956 -5.12810 -1.23410
23 C 0.98757 -2.72190 -3.09818
24 H 1.24613 -3.72915 -3.42448
25 H 1.74369 -2.04026 -3.48770
26 H 0.03792 -2.45298 -3.55582
27 P -0.01699 1.89933 -1.66313
28 C 1.52205 2.95900 -2.05224
29 H 1.23919 3.91334 -2.49654
30 H 2.17194 2.45407 -2.76638
31 H 2.10051 3.17568 -1.15549
32 C -0.57623 1.95568 -3.47792
33 H -0.39468 2.93811 -3.91347
34 H -1.64144 1.75744 -3.58238
35 H -0.02238 1.21811 -4.05904
36 C -0.94584 3.39497 -0.94618
37 H -1.02006 4.19265 -1.68537
38 H -0.41121 3.78954 -0.08212
39 H -1.95253 3.14275 -0.62035
40 Ti 0.28022 -0.26248 -0.09295
41 C 1.72940 -1.28528 1.17281
42 O 2.50230 -1.79033 1.84151
43 C 2.03689 -0.03465 -1.36333
44 O 2.97499 0.07344 -2.00181
45 C -2.61691 -0.78446 -2.14611
46 C -3.15585 0.17837 -1.35866
47 C -3.29445 0.02496 -0.03897
48 C -3.23817 -1.24982 0.41921
49 C -2.70406 -2.24295 -0.29699
50 C -2.58196 -2.01495 -1.62743
51 H -2.50612 -0.65338 -3.21016
52 H -3.48745 1.10061 -1.80554
53 H -3.72301 0.82333 0.54489
54 H -3.63382 -1.47732 1.39483
55 H -2.67325 -3.23812 0.11666
56 H -2.45187 -2.84946 -2.29598
57 N 1.53502 4.47074 2.36216
58 N 1.71839 3.21516 1.80474
59 N 2.90002 2.65889 1.62614
60 C 2.62473 1.49059 1.02598
61 N 1.28410 1.35164 0.83907
62 N 0.74311 2.44182 1.35629
63 H 0.59036 4.87064 2.44350
64 H 2.35028 5.02619 2.66117
65 H 3.38284 0.77935 0.73048

## Properties
Total charge   +4
E_tot   -81730.2133 eV


No. 3
Below is 4 unconnected molecules or ions with the total composition C18H36O12S3 at a distorted geometry, with properties calculated with ωB97M-V/def2-TZVPD.

Positions of all 69 atoms, in Å:
1 C -0.48137 -5.40584 2.50509
2 C 0.75163 -5.48331 3.31593
3 C 1.96501 -4.99893 3.06278
4 C 2.43137 -4.19546 1.92737
5 C 2.33671 -2.69695 2.26361
6 C 3.41556 -2.25322 3.24187
7 C 2.44677 -1.86399 0.98542
8 C 2.84620 -5.41190 4.19434
9 O 4.05648 -5.28671 4.26207
10 O 2.07834 -6.02179 5.14325
11 C 0.78411 -6.15886 4.62034
12 O -0.06177 -6.78039 5.20127
13 H -0.23365 -5.37608 1.45565
14 H -1.08146 -6.28079 2.70155
15 H -1.05510 -4.51721 2.73175
16 H 3.44977 -4.44317 1.66276
17 H 1.78767 -4.37303 1.07774
18 H 1.36637 -2.52219 2.71692
19 H 4.38588 -2.60453 2.91896
20 H 3.22896 -2.57902 4.25511
21 H 3.44740 -1.17142 3.24280
22 H 3.50157 -1.70852 0.79054
23 H 1.96371 -0.90833 1.10013
24 H 2.02035 -2.40382 0.15091
25 C 0.06592 2.74527 -1.55162
26 C -0.44433 2.65128 -0.12930
27 O -1.63485 1.84022 -0.01500
28 S -1.44693 0.26545 -0.11027
29 C -3.01534 -0.19547 0.53479
30 O -0.40487 -0.12059 0.79600
31 O -1.36487 -0.12166 -1.48379
32 H 0.42228 1.78017 -1.90531
33 H 0.89584 3.44895 -1.60490
34 H -0.72301 3.07245 -2.22905
35 H 0.32348 2.25992 0.54000
36 H -0.73067 3.63321 0.24208
37 H -3.07890 0.12946 1.56916
38 H -3.08402 -1.27896 0.46927
39 H -3.79241 0.26888 -0.06807
40 C -5.36388 4.44975 -2.62689
41 C -5.84871 4.35428 -1.19391
42 O -7.04301 3.55161 -1.06343
43 S -6.87869 1.97335 -1.12963
44 C -8.47113 1.55092 -0.51221
45 O -5.87320 1.58442 -0.18656
46 O -6.77705 1.56162 -2.49305
47 H -5.00894 3.48723 -2.99207
48 H -4.54314 5.16382 -2.69346
49 H -6.17059 4.77529 -3.28294
50 H -5.07339 3.96263 -0.53360
51 H -6.13021 5.33753 -0.82348
52 H -8.55323 1.89474 0.51467
53 H -8.55378 0.46784 -0.56085
54 H -9.22259 2.01502 -1.14446
55 C 6.15432 3.72766 -2.79249
56 C 5.67179 2.61303 -3.69980
57 O 5.22768 1.45319 -2.96575
58 S 3.79743 1.52090 -2.27223
59 C 3.62926 -0.19488 -1.91993
60 O 2.83244 1.90784 -3.25495
61 O 3.90260 2.24332 -1.04233
62 H 5.33611 4.14902 -2.21056
63 H 6.59663 4.52600 -3.38843
64 H 6.90008 3.35428 -2.09137
65 H 4.87422 2.95171 -4.36273
66 H 6.48772 2.25507 -4.32392
67 H 3.58089 -0.74212 -2.85671
68 H 2.70454 -0.31579 -1.35847
69 H 4.47803 -0.51242 -1.32061

## Properties
E_tot   -76325.0466 eV
Relative energy (zero: lowest compared OMol25 entry of this formula, charge and spin)   0.000 eV


No. 4
Below is a molecular structure, C18H37AlBr3IN2O3P at a distorted geometry, with properties calculated with ωB97M-V/def2-TZVPD.

Positions of all 66 atoms, in Å:
1 C 2.36247 -0.61803 3.50669
2 C 2.60658 -1.70176 2.59271
3 C 2.73224 -1.58581 1.00152
4 Al 0.96457 -1.72486 -0.01156
5 P 0.38931 -4.00072 0.01367
6 O 1.00345 -4.63530 -1.48057
7 I 1.64210 -5.22663 1.74597
8 O 1.00557 -1.38529 -1.85380
9 C -0.25810 -0.71652 -2.16032
10 C -1.27791 -1.89209 -2.43742
11 C -2.36231 -2.21992 -1.33670
12 C 0.06572 -0.17021 -3.63091
13 N -1.04652 0.60818 -4.24879
14 C -0.48389 0.32300 -0.97957
15 C 0.42384 1.65542 -1.05808
16 C 1.45446 1.84105 0.13019
17 C 1.04671 3.05803 1.09856
18 C 2.36647 3.94593 1.33302
19 C 0.46460 2.57649 2.49216
20 N -1.84730 0.85402 -1.28715
21 C -2.52771 1.43769 -0.11751
22 C -4.11127 1.39600 -0.43825
23 C -4.81846 0.53963 0.71995
24 C -6.40100 0.69722 0.73686
25 O -0.35406 -0.43967 0.22579
26 H 1.35552 -0.19463 3.74358
27 H 3.24667 -0.19773 4.07318
28 H 2.75216 -2.71883 3.06335
29 H 3.27502 -0.62706 0.74239
30 H 3.38368 -2.40922 0.61176
31 H 1.85093 -4.18355 -1.64354
32 H -0.66604 -2.83293 -2.60072
33 H -1.82774 -1.74067 -3.42013
34 H -2.51028 -1.45389 -0.53636
35 H -3.36286 -2.34026 -1.86620
36 H -2.18662 -3.21855 -0.83117
37 H 1.04898 0.39221 -3.64304
38 H 0.21686 -1.09703 -4.26502
39 H -0.60793 1.30545 -4.85972
40 H -1.65824 0.01674 -4.80988
41 H -0.20959 2.59530 -1.07991
42 H 1.02546 1.70091 -2.01894
43 H 1.70450 0.91731 0.71115
44 H 2.43788 2.18287 -0.33106
45 H 0.31170 3.76228 0.60494
46 H 2.65569 4.49994 0.38724
47 H 2.26737 4.65261 2.19894
48 H 3.20172 3.19767 1.50538
49 H 0.71425 3.33355 3.29051
50 H 0.97555 1.60805 2.74747
51 H -0.63875 2.38427 2.39102
52 H -1.83315 1.54830 -2.03230
53 H -2.29650 2.54775 0.01183
54 H -2.40274 0.87026 0.83744
55 H -4.59172 2.41083 -0.39239
56 H -4.32791 0.83366 -1.39271
57 H -4.41880 0.82349 1.74474
58 H -4.60004 -0.56540 0.61533
59 H -6.67985 1.63116 0.17138
60 H -6.78048 0.79458 1.79899
61 H -6.88242 -0.20110 0.24335
62 C 6.59054 -2.62137 1.82553
63 Br 4.81862 -1.98497 2.36405
64 Br 7.85657 -1.16326 1.59987
65 Br 7.27581 -3.98245 3.03097
66 H 6.47660 -3.09214 0.85221

## Properties
Total charge   -1
E_tot   -262500.2055 eV


No. 5
Below is a molecular structure, C18H37OP3STc at a distorted geometry, with properties calculated with ωB97M-V/def2-TZVPD.

Positions of all 61 atoms, in Å:
1 Tc 0.07820 0.14322 0.55860
2 P 1.84480 1.13374 1.55973
3 P -1.23778 0.17914 2.44760
4 P -1.07396 1.98982 -0.37245
5 H 0.50353 -2.98259 -4.69573
6 C 0.63401 -1.91355 -4.87823
7 C 1.63920 -1.17157 -4.37844
8 H 2.54127 -1.70700 -3.99516
9 C 3.05905 -0.01497 2.32796
10 C 1.56196 2.32434 2.94138
11 C 2.92021 2.12213 0.45641
12 C -2.74847 -0.84027 2.23945
13 C -0.46579 -0.63759 3.90841
14 C -1.91370 1.70280 3.23056
15 C -0.79204 2.33286 -2.15203
16 C -0.73877 3.64797 0.34516
17 C -2.89705 1.83371 -0.28242
18 H -0.03258 -1.43088 -5.60010
19 H 1.62813 -0.08094 -4.47884
20 H 3.45377 -0.68748 1.55338
21 H 2.58032 -0.61597 3.11370
22 H 3.88918 0.55862 2.76495
23 H 1.24205 1.80281 3.85326
24 H 0.81333 3.08173 2.67278
25 H 2.51900 2.82901 3.13629
26 H 3.46588 1.44610 -0.21389
27 H 3.63318 2.68884 1.07041
28 H 2.32257 2.82007 -0.14352
29 H -3.40086 -0.70310 3.11356
30 H -2.46677 -1.90023 2.16601
31 H -3.28757 -0.54419 1.32917
32 H -1.18058 -0.58335 4.74147
33 H 0.46949 -0.14624 4.21163
34 H -0.25970 -1.69154 3.67618
35 H -2.49058 1.38901 4.10975
36 H -2.58309 2.24415 2.55512
37 H -1.11727 2.37598 3.56580
38 H -1.55400 3.02399 -2.53673
39 H -0.85330 1.39930 -2.72107
40 H 0.20085 2.76658 -2.32220
41 H -1.18227 4.40471 -0.31247
42 H 0.34031 3.82555 0.39554
43 H -1.15364 3.77730 1.34875
44 H -3.35746 2.57257 -0.95114
45 H -3.29339 1.97875 0.72826
46 H -3.18655 0.83108 -0.61949
47 C 0.48798 -2.21481 -2.22226
48 C -0.87368 -2.36687 -2.51714
49 C -1.39435 -3.64585 -2.73453
50 C -0.54136 -4.75061 -2.78046
51 C 0.81251 -4.62161 -2.45873
52 C 1.30275 -3.35729 -2.15730
53 S 1.41696 -0.74003 -1.98842
54 H 0.59184 0.33751 -2.21412
55 H -1.47814 -1.47864 -2.63521
56 H -2.46964 -3.79422 -2.86847
57 H -0.94365 -5.73789 -2.99350
58 H 1.44953 -5.50998 -2.32523
59 H 2.35654 -3.22405 -1.96049
60 O 0.72928 -2.78194 1.36518
61 C 0.48032 -1.68813 1.02335

## Properties
Total charge   +4
Spin multiplicity   4
⟨S²⟩   3.77
E_tot   -62168.8285 eV
Relative energy (zero: lowest compared OMol25 entry of this formula, charge and spin)   0.000 eV


No. 6
Below is a molecular structure, C18H38B2CdF8N2O2 at a distorted geometry, with properties calculated with ωB97M-V/def2-TZVPD.

Positions of all 71 atoms, in Å:
1 Cd 10.57317 12.78461 10.08872
2 B 10.00742 14.93264 12.03501
3 F 8.97161 15.83497 11.62329
4 F 10.50965 15.50800 13.17347
5 F 9.54350 13.61450 12.17428
6 F 10.99398 14.61100 10.98300
7 B 12.65135 10.97309 8.91405
8 F 11.31129 10.78570 9.88927
9 F 12.23785 10.85708 7.62863
10 F 12.79749 12.47595 9.20288
11 F 13.53792 10.11248 9.46753
12 C 14.19862 10.39497 14.08613
13 C 14.96399 9.09458 13.94773
14 C 14.05681 7.99364 14.67853
15 C 14.55471 6.58649 14.44437
16 C 14.68959 6.28272 12.95314
17 C 15.50474 7.33070 12.19333
18 N 15.02054 8.68672 12.50542
19 O 15.90504 9.60254 11.89023
20 C 16.93530 7.10305 12.60450
21 C 15.33626 7.12504 10.70818
22 C 16.31829 9.17234 14.64970
23 H 13.92244 10.43790 15.09572
24 H 13.30900 10.49831 13.46763
25 H 14.80186 11.28054 13.88569
26 H 14.07813 8.39805 15.68141
27 H 13.02906 8.12714 14.25465
28 H 13.82978 5.89547 14.84373
29 H 15.50497 6.35356 14.93088
30 H 13.66099 6.15343 12.63378
31 H 15.15725 5.33343 12.67351
32 H 17.51669 7.91997 12.15721
33 H 17.09422 6.88021 13.67439
34 H 17.34104 6.18978 12.14644
35 H 16.22026 7.36064 10.10639
36 H 15.18616 6.05718 10.55732
37 H 14.43722 7.56131 10.30596
38 H 17.05607 9.65393 13.99436
39 H 16.68411 8.27461 15.17061
40 H 16.14039 9.90166 15.44171
41 H 15.50256 9.85785 11.06894
42 C 10.09802 14.85388 7.61981
43 C 9.17701 13.64415 7.43526
44 C 9.89516 12.54916 6.67769
45 C 9.20029 11.22858 6.58913
46 C 8.80155 10.73981 7.98375
47 C 7.99067 11.79028 8.76471
48 N 8.80644 13.11470 8.73819
49 O 7.98295 14.10654 9.33267
50 C 6.56372 11.94253 8.29463
51 C 8.01366 11.39182 10.30406
52 C 7.98218 14.22008 6.71784
53 H 10.71569 14.71710 8.48424
54 H 9.53460 15.79034 7.74803
55 H 10.69299 14.96789 6.70009
56 H 10.04072 12.93242 5.64206
57 H 10.90522 12.43668 7.10436
58 H 9.75251 10.46636 6.04579
59 H 8.25229 11.24595 6.02126
60 H 9.61217 10.36207 8.61229
61 H 8.10922 9.91507 7.82689
62 H 6.18019 12.85894 8.75437
63 H 6.46020 11.96382 7.24397
64 H 6.02937 11.07223 8.60473
65 H 9.07250 11.33741 10.65519
66 H 7.39415 11.95735 10.96490
67 H 7.61214 10.39734 10.28140
68 H 7.27668 13.45212 6.36911
69 H 8.40183 14.80647 5.92434
70 H 7.57856 14.84615 7.48739
71 H 8.42441 14.32914 10.16302

## Properties
E_tot   -54024.1735 eV